Entry 1:
Density functional theory data (ωB97M-V/def2-TZVPD) for a molecular structure, C21H52N4NaO8P in a non-equilibrium geometry.

largest force on an atom: 2.9 eV/Å
2S+1: 2
net charge: -1
expectation value of S²: 0.76
Kohn-Sham gap (spin up / spin down): 7.3 / 7.0 eV

Structure (XYZ):
```
87
Properties=species:S:1:pos:R:3:forces:R:3
Na 0.502 -0.967 0.210 -0.08 -0.08 0.07
P 1.766 -0.332 2.609 0.62 -1.77 0.55
O 1.055 -0.776 3.911 0.66 0.96 -0.44
O 2.080 -1.642 1.812 -0.32 1.62 -0.46
O 3.122 0.345 3.025 -0.48 -0.24 0.45
O 0.953 0.663 1.771 0.07 0.07 -0.57
C -2.778 1.437 2.436 -0.99 -0.15 0.81
C -2.229 0.245 3.211 0.05 -0.84 -0.42
C -3.217 -0.640 4.065 1.43 1.57 -0.89
O -3.610 0.148 5.172 -0.59 -1.23 1.30
C -2.867 -0.022 6.394 0.24 0.92 -0.54
N -1.500 -0.590 2.247 -0.91 -0.28 -0.21
H -2.041 1.752 1.698 -0.08 0.15 0.06
H -3.014 2.245 3.129 0.26 0.24 -0.02
H -3.740 1.218 1.973 0.02 -0.24 -0.43
H -1.415 0.660 3.804 -0.39 -0.02 1.11
H -2.705 -1.575 4.289 0.28 0.06 0.63
H -4.091 -0.975 3.506 -0.26 0.49 -0.17
H -2.045 0.691 6.339 0.27 -0.07 0.30
H -2.443 -0.997 6.634 -0.17 -0.37 -0.71
H -3.480 0.237 7.258 -0.35 0.18 -0.26
H -0.976 -1.243 2.812 0.19 -0.54 0.10
H -0.766 0.069 2.029 0.68 0.03 -0.68
C -3.374 -1.835 -2.724 -0.18 -0.05 -0.24
C -2.384 -0.980 -1.887 -0.64 -0.61 -1.44
C -3.152 0.024 -1.026 0.14 0.05 -1.59
O -3.726 0.936 -2.001 0.30 0.27 1.36
C -4.281 2.020 -1.245 -0.39 -0.70 -0.94
N -1.550 -1.888 -1.149 0.47 -0.38 1.35
H -3.733 -2.694 -2.157 -0.20 0.13 0.46
H -2.873 -2.313 -3.565 0.27 0.22 -0.18
H -4.242 -1.312 -3.125 0.11 0.23 0.09
H -1.717 -0.516 -2.614 -0.20 0.76 0.15
H -2.589 0.576 -0.274 0.41 -0.16 -0.15
H -3.953 -0.498 -0.504 -0.22 -0.11 0.18
H -4.865 2.637 -1.928 0.08 0.04 -0.03
H -3.510 2.625 -0.769 0.02 -0.08 0.20
H -4.965 1.555 -0.534 -0.07 0.46 0.46
H -1.275 -2.663 -1.735 0.30 0.06 -0.50
H -2.185 -2.358 -0.520 0.15 -0.09 0.90
C 1.049 -6.282 1.909 0.94 0.29 0.26
C 1.510 -4.830 1.622 0.91 -2.78 -0.10
C 1.780 -4.701 0.061 0.33 1.51 0.83
O 2.882 -5.478 -0.500 -1.14 -0.03 -0.59
C 2.762 -5.441 -1.953 0.04 0.26 1.40
N 0.623 -3.898 2.258 -0.79 0.90 -1.42
H 0.887 -6.411 2.979 -0.25 0.09 0.08
H 1.875 -6.953 1.675 -0.10 -0.21 -0.30
H 0.152 -6.585 1.368 -0.04 0.18 -0.06
H 2.494 -4.686 2.068 0.48 -0.37 -0.07
H 2.122 -3.677 -0.089 -0.36 0.45 -0.01
H 0.860 -4.835 -0.508 -0.20 -0.39 -0.08
H 2.654 -4.429 -2.342 0.01 0.40 0.27
H 1.850 -5.965 -2.239 0.15 -0.40 -0.24
H 3.679 -5.824 -2.400 -0.20 -0.42 0.22
H 0.624 -3.909 3.268 0.08 -1.04 0.23
H 1.144 -3.039 2.152 -0.13 1.30 -0.33
C 3.979 2.405 -2.606 0.65 -2.18 -0.17
C 3.168 3.071 -1.481 -0.26 1.60 -2.18
C 3.064 4.580 -1.883 -0.91 1.38 0.43
C 2.061 4.951 -3.018 0.98 -1.54 -0.01
C 0.724 4.296 -2.673 -0.07 2.76 -0.21
C 0.693 2.871 -2.335 0.56 -1.31 -0.68
N 1.768 2.576 -1.323 -0.35 1.24 0.18
O 1.714 1.281 -0.787 0.24 -0.46 -1.62
C -0.699 2.616 -1.795 -0.53 -0.72 0.60
C 0.830 2.014 -3.641 0.76 -0.08 1.17
C 3.910 3.055 -0.176 -0.18 -0.50 1.22
H 3.819 2.668 -3.652 -0.58 0.31 0.21
H 3.874 1.323 -2.525 -1.02 -0.37 -0.19
H 5.063 2.303 -2.553 0.43 1.34 0.75
H 2.768 5.149 -1.001 -0.54 -0.19 0.38
H 4.035 5.051 -2.034 0.39 -0.61 -0.54
H 2.503 4.569 -3.938 -0.23 -0.56 -0.30
H 1.986 6.003 -3.294 -0.14 0.26 0.84
H -0.046 4.486 -3.421 0.14 -0.11 -0.47
H 0.314 4.837 -1.820 0.20 0.19 0.39
H -1.532 2.872 -2.450 0.45 -0.11 -0.91
H -0.774 1.542 -1.624 -0.32 0.08 0.53
H -0.993 3.225 -0.941 0.70 -0.33 0.64
H 0.929 1.004 -3.244 -0.01 -0.33 -0.49
H -0.005 2.079 -4.339 -0.10 0.14 0.23
H 1.759 2.283 -4.143 -0.12 -0.13 -0.14
H 4.279 2.077 0.133 0.12 -0.12 -0.30
H 3.239 3.337 0.635 -0.18 0.16 -0.02
H 4.730 3.773 -0.151 0.10 -0.11 -0.30
H 1.707 1.380 0.168 -0.44 0.04 1.20
```
Forces are in eV/Å.

---

Entry 2:
Density functional theory data (ωB97M-V/def2-TZVPD) for 4 unconnected molecules or ions with the total composition C21H52N4O4 in a non-equilibrium geometry.

largest force on an atom: 5.2 eV/Å
SMILES: CC1(C)CCCC(C)(C)N1O.COC[C@H](C)N.COC[C@H](C)N.COC[C@H](C)N
net charge: 0
Kohn-Sham gap: 8.6 eV
relative energy (zero: lowest compared OMol25 entry of this formula, charge and spin): 12.4825 eV

Structure (XYZ):
```
81
Properties=species:S:1:pos:R:3:forces:R:3
C 1.975 4.351 0.701 0.29 0.06 -0.59
C 0.882 3.263 0.799 0.89 1.12 -0.06
C 0.755 2.593 -0.631 -0.69 1.35 0.32
C 1.346 2.248 1.835 0.70 0.83 1.72
C 1.111 2.434 3.359 -1.19 1.97 -0.54
C -0.316 3.013 3.573 0.25 2.60 1.13
C -0.752 4.131 2.594 0.90 0.65 0.00
C -2.283 4.280 2.686 -0.29 0.10 0.47
C 0.041 5.383 3.055 -1.35 0.52 -0.64
N -0.420 3.819 1.196 1.16 -3.57 1.46
O -0.954 4.593 0.237 -0.96 1.86 -1.09
H 2.905 4.036 0.229 -0.15 -0.68 -0.49
H 2.389 4.666 1.659 -0.72 0.47 0.10
H 1.587 5.131 0.046 0.12 0.54 0.47
H 0.352 3.263 -1.390 0.15 0.49 0.31
H -0.008 1.824 -0.514 0.21 0.48 -1.32
H 1.713 2.248 -1.021 -0.27 -0.23 0.30
H 0.901 1.275 1.626 1.25 3.96 1.21
H 2.423 2.142 1.700 0.05 0.31 0.29
H 1.851 3.065 3.850 0.00 0.26 -0.16
H 1.198 1.485 3.888 0.03 0.23 0.19
H -0.409 3.527 4.530 0.63 0.26 0.36
H -1.074 2.244 3.722 1.11 5.04 -0.44
H -2.874 5.027 2.155 0.96 0.51 -0.62
H -2.751 3.354 2.351 0.03 -0.30 0.40
H -2.561 4.525 3.711 0.06 -0.55 0.30
H 1.120 5.234 3.095 -0.29 -0.01 -0.18
H -0.271 6.117 2.311 0.69 0.56 -0.01
H -0.287 5.771 4.019 -0.11 -0.21 0.13
H -1.694 4.074 -0.088 -0.21 0.17 -0.29
C 1.242 -1.160 -2.990 1.82 1.04 1.32
O 0.262 -1.239 -3.900 -2.20 -0.58 -2.62
C -0.709 -2.256 -3.606 -0.54 2.78 -0.53
C -2.008 -1.920 -4.268 -0.53 -1.08 1.06
C -3.218 -2.673 -3.539 1.03 -0.09 -1.17
N -1.797 -2.247 -5.655 -0.83 0.27 -0.91
H 0.853 -0.485 -2.228 1.06 -0.18 -0.26
H 2.129 -0.666 -3.386 0.07 -0.02 -0.44
H 1.571 -2.115 -2.579 -0.08 -0.09 0.32
H -0.253 -3.220 -3.833 -1.36 1.76 -1.98
H -0.983 -2.259 -2.551 0.57 1.02 -0.67
H -2.173 -0.847 -4.172 -0.10 0.21 0.47
H -3.199 -3.756 -3.659 0.08 -0.11 -0.95
H -4.147 -2.291 -3.963 -0.13 -0.08 0.40
H -3.190 -2.683 -2.449 -0.03 1.17 0.10
H -2.546 -1.823 -6.182 -0.52 -0.27 -0.41
H -1.043 -1.620 -5.895 0.69 -0.19 -0.35
C -1.407 0.869 2.877 -3.52 -3.19 1.44
O -0.841 -0.352 2.702 2.85 -1.10 -2.37
C 0.526 -0.206 2.211 -0.31 -3.41 0.56
C 0.717 0.130 0.701 -0.96 -2.75 -0.17
C -0.098 -0.888 -0.100 0.66 0.57 -0.92
N 2.178 0.207 0.325 -1.30 -1.57 0.52
H -1.537 1.524 2.016 0.67 0.22 0.03
H -1.067 1.312 3.813 -0.04 -4.01 -0.75
H -2.391 0.522 3.194 -0.98 0.69 -0.28
H 1.066 0.477 2.867 -0.18 -1.64 -0.15
H 0.874 -1.235 2.305 0.45 0.13 0.23
H 0.256 1.100 0.515 -0.41 -2.02 -0.06
H 0.084 -1.956 0.024 0.28 0.16 0.44
H 0.240 -0.643 -1.106 -1.15 -0.48 0.71
H -1.169 -0.697 -0.035 0.05 0.09 0.23
H 2.342 0.004 -0.650 -0.05 0.14 0.13
H 2.673 1.014 0.676 -0.31 -0.49 -0.58
C 2.500 -3.189 0.671 1.00 -0.24 -0.60
O 1.878 -3.788 -0.462 -1.24 -1.47 0.50
C 1.016 -4.959 -0.158 -0.96 2.36 -1.34
C 0.171 -5.299 -1.442 0.07 -0.27 0.64
C -0.450 -4.076 -2.145 2.41 -2.01 2.11
N -0.801 -6.309 -1.130 -0.05 -1.18 0.75
H 2.077 -2.292 1.123 -0.76 -0.14 -0.47
H 3.433 -2.853 0.219 0.38 0.04 0.60
H 2.681 -3.895 1.482 0.15 -0.26 -0.10
H 1.555 -5.819 0.239 0.11 0.13 -0.09
H 0.258 -4.576 0.526 0.05 -0.30 0.68
H 0.847 -5.873 -2.076 0.23 0.59 -0.56
H 0.260 -3.798 -2.923 0.30 -1.34 1.92
H -0.526 -3.192 -1.512 0.43 -0.94 0.72
H -1.434 -4.165 -2.606 0.24 -0.92 0.12
H -0.953 -6.919 -1.921 -0.41 0.12 0.29
H -1.646 -6.037 -0.649 0.04 0.14 -0.28
```
Forces are in eV/Å.

---

Q: What is the largest force on an atom in the second record?
A: 5.2 eV/Å